This record from the OMol25 dataset describes 4 unconnected molecules or ions with the total composition C23H48BrN4O4. The level of theory is ωB97M-V/def2-TZVPD.

Geometry as XYZ:
```
80
Properties=species:S:1:pos:R:3:forces:R:3
C 1.56018 -0.10348 2.82342 0.0885 -0.0103 -0.0610
C 1.26502 -0.78888 1.47917 0.0199 -0.0393 -0.0420
C 0.50097 0.03093 0.40705 -0.0030 0.0434 -0.0408
C 1.47864 0.88307 -0.43200 -0.0853 0.0301 0.0380
C 2.40887 1.82230 0.32843 -0.0468 0.0329 -0.0737
C 3.13856 2.83053 -0.55016 -0.0300 0.0278 0.0996
Br 3.92664 2.07600 -2.17288 0.0529 -0.0623 0.0676
C -0.60633 0.84889 1.08065 0.0504 -0.0565 -0.0684
C -1.68092 1.48216 0.17599 -0.0258 0.1832 -0.0843
C -2.86754 1.83263 1.07094 0.1293 0.0535 0.2185
C -1.20038 2.79845 -0.48423 -0.0191 -0.0309 0.0050
N -2.13670 0.52338 -0.86749 -0.0938 -0.3511 0.3592
O -3.39239 0.41782 -1.07340 0.1660 0.1736 -0.1856
C -1.23142 -0.46504 -1.52384 -0.0244 0.1178 -0.1606
C -2.06312 -1.67409 -1.95444 0.2762 -0.1233 0.0291
C -0.57806 0.15011 -2.79567 -0.0361 -0.0487 0.0459
C -0.19423 -0.98667 -0.51208 -0.0129 0.0886 0.0350
H 1.70569 0.97257 2.73875 -0.0043 0.0002 -0.0032
H 2.46275 -0.52042 3.27463 -0.0468 -0.1019 0.0018
H 0.75110 -0.27043 3.53600 -0.0077 0.0996 -0.0374
H 2.19198 -1.17185 1.03352 -0.0602 0.0810 0.0369
H 0.66723 -1.67902 1.69813 0.0872 0.0095 -0.0156
H 2.08600 0.20007 -1.03256 0.0116 0.0061 0.0426
H 0.91860 1.48762 -1.14588 0.0292 -0.0661 -0.0187
H 1.81894 2.42724 1.02697 0.1114 -0.0266 0.0715
H 3.13623 1.25920 0.91814 -0.0197 -0.0242 -0.0321
H 2.47488 3.62043 -0.89630 -0.0057 -0.0876 -0.0417
H 3.97617 3.27865 -0.02153 -0.0696 0.0520 -0.0131
H -0.18316 1.65522 1.68585 -0.0478 -0.0356 0.0196
H -1.11946 0.17977 1.78254 0.0050 0.0180 -0.0610
H -3.64857 2.34884 0.51586 0.0076 -0.0768 0.0021
H -2.50726 2.49479 1.86374 -0.0674 0.0120 -0.0778
H -3.29201 0.94214 1.53586 -0.0169 -0.0070 -0.0900
H -0.52176 3.33842 0.18157 -0.0698 -0.0163 0.0096
H -0.69196 2.63686 -1.43108 0.0309 0.0126 0.0458
H -2.05650 3.44697 -0.68074 0.0147 -0.0636 -0.0404
H -2.67667 -2.04271 -1.13228 -0.0255 0.0397 -0.0385
H -1.34797 -2.44923 -2.24426 -0.1329 0.0106 -0.0805
H -2.69268 -1.45582 -2.81490 -0.0788 0.0586 0.1327
H -1.00217 -0.30860 -3.68943 -0.0076 0.0408 0.0284
H 0.49813 -0.01906 -2.82656 -0.0364 -0.0088 0.0048
H -0.75960 1.22097 -2.86352 0.0290 -0.0223 -0.0224
H 0.55725 -1.54999 -1.07658 -0.0463 -0.0259 0.0511
H -0.71137 -1.70678 0.13215 -0.0076 0.0500 -0.0269
C 6.38138 -3.00407 1.42944 -0.0163 -0.0165 0.0101
C 5.18986 -2.20353 1.90418 0.0221 0.0272 -0.0381
O 4.18114 -2.74030 2.32871 -0.0270 -0.0099 0.0109
N 5.28026 -0.84760 1.83751 -0.0142 -0.0164 0.0369
C 6.37964 -0.03919 1.35625 -0.0875 0.0313 -0.0060
H 6.14381 -4.05650 1.54943 -0.0100 0.0105 0.0040
H 6.59685 -2.80127 0.37963 0.0146 0.0054 0.0036
H 7.27200 -2.76828 2.01332 0.0071 0.0061 -0.0148
H 4.45176 -0.37358 2.16282 -0.0129 -0.0059 0.0129
H 6.73851 0.63456 2.13650 0.0304 -0.0199 -0.0020
H 6.06904 0.55782 0.49790 0.0334 0.0327 -0.0645
H 7.20602 -0.67092 1.04578 -0.0007 -0.0021 0.0086
C -4.35847 5.50409 0.72402 0.0210 0.0099 0.0085
C -4.37812 5.05856 2.16883 -0.0182 -0.0764 -0.0548
O -3.35280 4.78778 2.76955 0.0396 0.0484 0.0460
N -5.59019 4.95483 2.77769 0.0206 0.0167 0.0182
C -6.89852 5.21920 2.21970 0.0199 -0.0145 0.0270
H -3.32268 5.52680 0.39868 -0.0040 -0.0026 0.0156
H -4.91751 4.81251 0.09208 -0.0075 0.0085 -0.0045
H -4.79173 6.49875 0.61128 -0.0130 -0.0059 -0.0140
H -5.53306 4.64435 3.73507 0.0031 -0.0022 -0.0117
H -7.40824 6.01021 2.77273 -0.0051 0.0064 -0.0140
H -7.52187 4.32363 2.24117 -0.0034 0.0031 -0.0162
H -6.80498 5.53785 1.18619 -0.0113 -0.0003 0.0004
C 0.49620 -5.58245 -1.92376 0.0074 0.0150 0.0040
C -0.23698 -5.15484 -3.17456 -0.0069 0.0162 0.0318
O -0.15676 -4.01757 -3.60778 0.0430 -0.0048 -0.0170
N -1.00345 -6.08468 -3.80448 0.0005 -0.0050 -0.0181
C -1.22018 -7.46638 -3.43428 -0.0076 0.0340 -0.0231
H 1.05181 -4.72688 -1.55195 -0.0097 0.0045 -0.0136
H -0.20125 -5.91697 -1.15453 0.0086 -0.0126 -0.0009
H 1.19122 -6.39677 -2.13249 -0.0087 -0.0099 0.0124
H -1.46863 -5.73187 -4.62636 0.0052 0.0034 0.0103
H -0.88704 -8.14096 -4.22496 0.0067 -0.0110 0.0112
H -2.27644 -7.65797 -3.23745 0.0041 -0.0100 0.0135
H -0.66220 -7.70238 -2.53348 -0.0049 -0.0102 -0.0019
```
Positions in Å, forces in eV/Å.

The total energy comes out at -3999.150723 hartree. Its spin multiplicity is 2. The calculation puts the largest force on an atom at 0.511 eV/Å. As for the HOMO energy (spin up / spin down): -7.2 / -8.9 eV.